(1)
21
Properties=species:S:1:pos:R:3:forces:R:3 method="wB97M-V/def2-TZVPD" e_tot_ev=-22374.407 e_above_lowest_kcal_mol=50.2 homo_ev=-8.46 max_force_ev_per_a=5.10
C -3.664089 1.374968 0.079346 1.7430 -2.7577 -0.0992
C -2.250082 1.002900 -0.107080 -1.9716 -0.1871 0.2283
C -4.396207 0.193821 0.208263 1.2898 1.9342 0.3301
C -2.007359 -0.358239 -0.060335 -0.6033 0.2811 -0.2779
C 1.848051 -2.545751 0.829021 2.1787 1.8925 -2.3659
C 1.996753 -1.452112 0.024509 -2.7289 -0.6122 2.0469
C -0.791662 -1.191990 -0.145827 3.2955 3.8547 0.5789
C 1.077918 0.749083 -1.202673 -1.2230 -1.1485 -1.3686
C 1.017346 -0.286647 -0.060824 -2.9004 -2.6641 -2.2812
O -0.727054 -2.354636 -0.110279 -0.8803 -2.2713 -0.2613
S -3.498942 -1.229087 0.161290 0.3685 0.0711 -0.0660
H -4.032781 2.380968 0.214705 -0.0293 -0.1088 -0.1768
H -1.539022 1.761338 -0.289733 0.8348 0.4211 0.0327
H -5.363867 0.194085 0.600815 -1.5655 -0.2860 0.0365
H 2.624304 -3.319192 0.851898 -0.4279 0.3023 -0.0819
H 0.987818 -2.663737 1.374066 -1.6452 -0.3573 1.5441
H 2.784731 -1.458224 -0.624565 2.1828 0.2395 -1.6739
H 1.110476 0.128553 -2.226703 0.1159 1.7956 2.0523
H 0.116528 1.480882 -1.234113 2.6347 -1.8134 0.1124
H 2.011101 1.289599 -0.988540 -0.3249 0.3088 -0.7988
H 0.974690 0.219805 0.826935 -0.3431 1.1054 2.4896

---

(2)
29
Properties=species:S:1:pos:R:3:forces:R:3 method="wB97M-V/def2-TZVPD" e_tot_ev=-27002.833 e_above_lowest_kcal_mol=35.4 homo_ev=-4.57 total_charge=-1 max_force_ev_per_a=2.97
C 0.202435 0.436389 -1.486300 -1.2931 0.0388 -0.1139
C -0.993323 -0.547619 -1.324471 1.8137 -1.8196 -0.1459
C -2.291192 0.187782 -1.169052 -0.2805 0.4923 1.9330
S -2.688758 1.215826 -2.546917 -0.3777 1.8007 -0.4123
N -0.738891 -1.638232 -0.321372 -2.1535 1.0934 1.0240
C -1.226269 -1.384305 1.093114 2.8037 0.8726 -0.4473
O -0.607657 -0.296794 1.695661 -0.6701 0.3071 -0.7318
H 1.143385 -0.121995 -1.380270 -0.2493 0.5765 0.0797
H 0.150811 0.960277 -2.439551 0.2702 -0.5635 -0.4850
H 0.061878 1.318342 -0.855348 0.4031 -0.5641 0.7446
H -0.969808 -1.206487 -2.202773 -0.5261 0.7381 -0.5943
H -3.184542 -0.262939 -0.732834 0.1833 -1.1077 -0.7284
H -2.157929 0.905171 -0.316381 0.3630 0.0415 -0.8574
H -2.936418 0.448245 -3.603735 0.0448 -0.8249 0.1672
H 0.256402 -1.792655 -0.241855 0.0932 0.1079 -0.0116
H -2.296807 -1.229932 1.223604 -0.2753 -0.5875 -0.6455
H -0.835720 -2.289334 1.547555 -0.6085 -0.6193 0.6489
H 0.601273 -0.437543 2.188948 0.4075 -1.3501 1.2506
H 1.191735 -0.029997 3.594891 0.3564 -0.3572 -0.0803
O 1.442234 -0.695468 2.934677 -0.4857 0.8147 -0.7107
H 3.043618 2.765786 -1.010754 -0.2125 -0.1424 0.5645
H 1.901472 2.004025 -0.198900 0.3140 0.3157 0.2817
O 2.217695 2.275219 -1.065641 0.2103 0.1182 -0.7367
H 3.079556 -1.380499 -0.139876 -0.0291 0.4173 -0.0478
H 2.665693 -2.436276 0.849442 0.1359 0.1184 0.1250
O 3.297287 -2.268183 0.137911 -0.1349 -0.4243 0.0583
H -0.643809 2.110545 2.395863 -0.5525 -0.1115 0.3309
H 0.191905 1.222608 1.533159 -0.5666 0.7095 0.2715
O 0.123742 2.168041 1.841206 1.0160 -0.0905 -0.7314

---

(3)
114
Properties=species:S:1:pos:R:3:forces:R:3 method="wB97M-V/def2-TZVPD" e_tot_ev=-50741.562 e_above_lowest_kcal_mol=49.6 homo_ev=-9.53 max_force_ev_per_a=2.90
C -2.712723 -0.171728 4.756423 -0.9522 0.1830 2.7349
C -3.365828 -1.562047 4.932392 0.4498 -0.2348 -0.0225
C -3.122232 -2.440988 3.677419 0.1325 0.1362 1.0410
O -2.824187 -2.197123 6.143296 0.0501 0.6464 -0.8093
H -2.787289 0.244407 3.782670 -0.3606 0.1807 -0.9305
H -1.678213 -0.189493 5.032619 0.8267 -0.4289 -0.0487
H -3.133840 0.558555 5.522921 0.2039 -0.8067 -1.0811
H -4.440979 -1.437317 5.117870 0.1099 0.0042 -0.3331
H -3.608534 -2.002376 2.805819 0.0304 -0.0163 -0.0306
H -3.556948 -3.422691 3.884923 0.1100 -0.0451 -0.2933
H -2.036643 -2.550694 3.487930 -0.5417 0.0647 0.0891
H -3.349602 -2.966317 6.405206 -0.0192 0.3312 -0.3902
C 0.037458 7.153654 0.424284 -0.2357 0.0722 0.4685
C -0.469347 5.789093 0.054945 0.1596 -0.5157 0.6450
C 0.635308 4.888925 -0.419994 0.1429 -0.4224 -0.6862
O -1.137679 5.178889 1.219252 -0.1415 0.5751 -1.5609
H -0.845091 7.636848 0.803608 -0.1687 0.7011 0.4971
H 0.402106 7.765395 -0.411663 0.2251 -0.4312 0.1956
H 0.769826 7.015097 1.237405 -0.0660 0.4626 -0.3912
H -1.220190 5.905209 -0.728123 -0.2300 -0.3098 0.1835
H 0.228699 3.905906 -0.503413 -0.2266 -0.9762 0.0509
H 1.485127 4.848167 0.250814 0.1300 0.1432 0.3336
H 1.011970 5.088463 -1.427608 -0.0790 0.4793 0.1065
H -0.495573 5.039309 1.919869 0.4949 0.1874 0.1855
C 2.868394 -2.275225 -2.713406 -0.8282 0.1661 1.6990
C 3.728580 -1.949527 -3.850819 1.6021 -0.3602 -0.1458
C 5.091179 -2.687353 -3.795017 -0.6421 0.3696 -1.2555
O 2.997058 -2.198190 -5.015208 -0.3352 -0.5948 -0.6539
H 3.311938 -1.990618 -1.760173 0.1588 -0.0126 0.1164
H 2.663015 -3.354923 -2.642277 -0.2367 0.2596 -0.1669
H 1.971160 -1.654215 -2.817591 -0.2510 -0.5082 0.2081
H 3.925035 -0.885226 -3.826521 0.2493 0.3922 -0.1226
H 5.565306 -2.286556 -2.912869 0.6221 -0.1637 0.2668
H 5.639501 -2.381801 -4.717454 -0.0854 -0.3968 0.7892
H 5.020289 -3.801336 -3.755212 -0.1114 0.8736 0.0357
H 2.433840 -2.930862 -4.735379 -0.1929 0.0036 -0.7369
C 2.867039 0.214202 0.625305 0.2581 -1.3120 -0.5049
C 4.155740 0.476863 -0.148065 0.1986 0.3002 0.2144
C 3.872357 1.155398 -1.480452 -0.4757 0.4608 0.6569
O 4.984138 1.379916 0.658879 -1.3588 -0.9015 0.0491
H 3.074119 -0.026478 1.681624 -0.2085 0.2848 -0.4392
H 2.264197 -0.625366 0.167269 0.8806 0.6884 0.3877
H 2.260395 1.073106 0.476926 -0.7121 0.9487 0.5249
H 4.648732 -0.466651 -0.315287 0.6119 -0.4366 0.1583
H 3.008318 0.700718 -1.977161 -0.1965 0.3569 0.2261
H 4.669492 1.077973 -2.216595 0.3897 0.2893 0.2468
H 3.698061 2.202836 -1.121836 -0.1248 -0.6280 -1.1357
H 5.868165 1.365745 0.321784 0.7528 -0.0283 -0.3889
C -2.382170 -3.773108 -0.913274 1.0271 -0.1589 -1.3997
C -3.612854 -3.003907 -1.254696 -0.6968 0.3121 -0.6563
C -4.877393 -3.496113 -0.540990 0.5290 -0.1016 0.4807
O -3.264362 -1.578577 -1.012628 -1.0201 -1.8604 0.1036
H -2.082017 -3.776449 0.118616 -0.3382 -0.0835 0.6485
H -1.589045 -3.235761 -1.437346 0.3360 -0.1885 0.0041
H -2.378779 -4.791239 -1.340364 -0.2191 0.3399 0.4219
H -3.851422 -3.117506 -2.344873 0.5348 0.2011 0.6468
H -5.138769 -4.559988 -0.764054 0.4659 0.8480 -0.0936
H -5.696891 -2.873009 -0.853470 -0.5858 0.2004 0.0425
H -4.743219 -3.422716 0.544727 -0.1329 0.0670 -0.1060
H -4.038286 -1.043062 -1.230047 -0.0475 0.4144 -0.1257
C 1.249365 -4.153110 1.448249 -0.6974 -0.9574 0.2353
C 1.552097 -5.690556 1.539536 1.0356 1.1858 -0.0657
C 2.902676 -6.041011 2.288494 -1.4711 -1.1696 -1.8166
O 0.488695 -6.379172 2.145104 -0.1367 -0.2424 -0.3309
H 1.172732 -3.669153 2.432024 0.4778 -0.1103 -0.1407
H 0.274975 -3.951629 0.978901 0.1275 -0.4641 0.0286
H 1.962844 -3.684439 0.796616 0.6468 0.4355 0.0266
H 1.598229 -6.054213 0.501441 0.1357 -0.0441 0.3582
H 3.083079 -7.090698 2.096726 -0.4106 -0.6875 0.0757
H 2.850341 -5.989499 3.356620 0.0958 0.7868 0.5867
H 3.776745 -5.676495 1.797680 0.5899 1.3108 0.1368
H 0.488115 -6.040859 3.031820 -0.4100 0.0124 0.8833
C -0.434921 2.700027 -5.337154 1.1242 0.3661 -0.0904
C -0.591457 1.374852 -4.657853 -0.2716 -0.1128 1.0734
C 0.323487 0.272001 -5.130897 0.5813 -0.3207 -0.4622
O -0.406938 1.604431 -3.229765 -0.4177 -0.8934 -0.8527
H -0.663743 2.664086 -6.405820 0.0392 -0.1127 0.1127
H 0.594370 3.120188 -5.200045 -0.8366 -0.2983 -0.0554
H -1.161101 3.318130 -4.841816 -0.1637 0.7848 0.0342
H -1.660963 1.112292 -4.840832 0.5199 -0.3554 0.1824
H 1.407817 0.505352 -5.059894 -0.6630 0.3113 -0.0642
H 0.096695 0.051651 -6.192338 0.1715 -0.1758 0.5094
H 0.220767 -0.628162 -4.510139 -0.3076 0.0576 -0.3062
H -0.606344 0.734872 -2.786072 0.2435 0.8830 -0.0406
C -1.906871 1.532888 -0.030719 0.8359 -1.8105 -0.3149
C -0.751541 0.490363 -0.213949 -0.6755 -0.2649 -0.3189
C -0.674248 -0.429500 1.004000 -0.1143 -0.3609 -0.7662
O -0.894334 -0.349858 -1.405826 0.5314 0.7762 0.2504
H -1.637726 2.225887 0.744321 0.2218 0.6216 0.1239
H -2.798606 1.001094 0.326069 0.0036 0.0800 -0.3358
H -2.040715 1.993489 -0.997821 -0.3350 0.4765 -0.0735
H 0.185930 1.023266 -0.441180 -0.3030 -0.1228 0.4095
H -1.560537 -1.080045 0.988515 0.1230 0.1487 -0.0255
H -0.709750 0.123181 1.928625 0.2798 0.2350 0.3992
H 0.201822 -1.082145 0.939017 -0.0537 0.1721 0.2300
H -1.725753 -0.845943 -1.412273 -0.3661 0.0271 0.4655
C 0.225596 2.624627 3.259978 2.0970 -0.5277 -1.7255
C 0.626336 3.699557 4.206559 -0.9751 0.7642 -0.2893
C 1.902730 3.356371 4.842363 2.4000 0.1686 -0.3251
O 0.783997 4.912587 3.437948 -0.3941 -0.2388 -0.4611
H -0.729190 2.814100 2.830286 -0.7545 0.0068 -0.5019
H 0.278785 1.623877 3.691967 -0.2644 0.1567 0.2704
H 1.046126 2.622212 2.452580 -1.3740 -0.0474 0.7567
H -0.228839 3.844725 4.893923 0.6193 0.0880 0.2499
H 2.725763 3.136914 4.070270 -1.2658 0.5628 0.7957
H 1.827479 2.433256 5.380970 -0.0895 -0.3173 0.7949
H 2.254543 4.195840 5.463947 0.0291 -0.5299 0.1195
H 1.288942 5.585295 3.902069 -0.0379 -0.1700 0.2789
C -4.390032 1.522031 -2.862159 -0.9460 -0.9081 -0.4213
O -4.824896 0.751654 -1.706941 0.0809 -0.5397 -2.2023
H -3.323527 1.515421 -2.988476 0.6707 0.0670 0.3176
H -4.799440 0.986172 -3.737536 0.0772 0.2500 0.4078
H -4.763205 2.550707 -2.917914 -0.0505 -0.2190 0.4567
H -4.822841 1.274954 -0.940126 0.1654 1.2445 1.4669

---

| no. | frontier orbital gap (eV) |
| --- | --- |
| 1 | 8.56 |
| 2 | 7.41 |
| 3 | 10.08 |